#P
DFT (ωB97M-V/def2-TZVPD) results for the molecule C2H4N4O2.

Values from the calculation:
**Net charge**: 0
**HOMO energy**: -9.894 eV

CARTESIAN COORDINATES (ANGSTROEM)
C  1.82  -0.01  0.13
O  0.75  -0.51  -0.78
N  -0.35  -0.18  -0.12
N  -1.32  -1.15  -0.18
N  -2.45  -0.47  -0.10
N  -2.24  0.79  -0.21
C  -0.81  0.98  -0.20
O  -0.40  2.10  -0.17
H  2.68  0.04  -0.55
H  1.73  1.07  0.49
H  1.86  -0.82  0.96
H  -1.27  -1.84  0.73

#Q
DFT (ωB97M-V/def2-TZVPD) results for the molecule C2H4N4O2.

Values from the calculation:
**Net charge**: 0
**HOMO energy**: -8.661 eV

CARTESIAN COORDINATES (ANGSTROEM)
H  2.06  0.25  -0.62
N  1.39  -0.54  -1.26
C  0.40  0.04  -0.46
C  0.54  0.84  0.83
O  1.85  1.03  1.45
N  -0.49  0.96  1.61
O  -1.43  0.41  0.76
N  -0.89  -0.35  -0.30
N  -1.96  -1.03  -1.17
H  2.01  1.04  2.64
H  -2.00  -0.58  -2.17
H  -1.49  -2.06  -1.32

Tell me which of them is the least stable. Sure, it is #Q.

#P
DFT (ωB97M-V/def2-TZVPD) results for the molecule C4H5NO2.

Values from the calculation:
**Net charge**: 0
**HOMO energy**: -9.815 eV

CARTESIAN COORDINATES (ANGSTROEM)
O  0.99  2.36  0.39
C  0.54  1.24  0.28
N  1.25  0.09  0.01
C  0.41  -1.01  -0.44
C  -0.94  -0.64  0.06
O  -1.10  -0.19  1.41
C  -0.91  0.79  0.38
H  2.26  0.07  0.12
H  0.88  -1.98  -0.24
H  -0.10  -1.13  -1.57
H  -1.54  -1.13  -0.74
H  -1.73  1.50  0.23

#Q
DFT (ωB97M-V/def2-TZVPD) results for a cluster of 2 separate species, C4H5NO2 in total.

Values from the calculation:
**Net charge**: 0
**HOMO energy**: -8.338 eV

CARTESIAN COORDINATES (ANGSTROEM)
N  0.01  -1.89  0.01
C  0.23  -0.66  -0.52
C  0.99  0.35  -0.83
C  -0.42  0.39  -1.36
H  -0.94  -2.04  0.32
H  0.69  -2.18  0.70
H  1.95  0.84  -0.85
H  -0.62  0.18  -2.42
H  -1.16  1.06  -0.91
O  0.37  2.29  1.76
C  -0.23  1.31  1.94
O  -0.85  0.35  2.16

Tell me which of them is the least stable. Sure, it is #P.

#P
DFT (ωB97M-V/def2-TZVPD) results for the molecule C4H5NO2.

Values from the calculation:
**Net charge**: 0
**HOMO energy**: -9.175 eV

CARTESIAN COORDINATES (ANGSTROEM)
C  0.48  0.67  1.27
N  1.47  -0.19  0.65
C  1.24  -0.97  -0.30
O  0.09  -1.22  -1.03
C  -0.76  -0.18  -1.36
C  -1.84  0.09  -0.64
O  -2.76  0.38  0.02
H  -0.50  0.20  1.39
H  0.35  1.60  0.69
H  0.84  0.95  2.26
H  2.01  -1.65  -0.65
H  -0.62  0.33  -2.31

#Q
DFT (ωB97M-V/def2-TZVPD) results for the molecule C4H5NO2.

Values from the calculation:
**Net charge**: 0
**HOMO energy**: -9.345 eV

CARTESIAN COORDINATES (ANGSTROEM)
O  -0.92  2.41  0.23
C  -0.32  1.39  0.13
C  -0.97  -0.03  0.17
C  -0.04  -1.19  -0.30
N  0.88  -0.42  -1.14
C  1.51  0.20  -0.21
O  1.11  1.45  0.09
H  -1.29  -0.17  1.21
H  -1.86  0.04  -0.46
H  -0.53  -2.04  -0.79
H  0.50  -1.58  0.61
H  1.93  -0.32  0.68

Tell me which of them is the least stable. Sure, it is #Q.

#P
DFT (ωB97M-V/def2-TZVPD) results for the molecule C3H9NO.

Values from the calculation:
**Net charge**: 0
**HOMO energy**: -9.312 eV

CARTESIAN COORDINATES (ANGSTROEM)
C  1.83  0.20  0.58
C  0.61  0.41  -0.28
N  -0.22  -0.81  -0.41
C  -1.61  -0.45  -0.71
O  -2.33  0.07  0.41
H  2.38  1.14  0.67
H  2.55  -0.54  0.22
H  1.64  -0.13  1.61
H  0.05  1.18  0.25
H  0.89  0.69  -1.29
H  -0.28  -1.34  0.45
H  -2.21  -1.32  -0.96
H  -1.53  0.28  -1.51
H  -1.77  0.62  0.98

#Q
DFT (ωB97M-V/def2-TZVPD) results for a cluster of 2 separate species, C3H9NO in total.

Values from the calculation:
**Net charge**: 0
**HOMO energy**: -9.166 eV

CARTESIAN COORDINATES (ANGSTROEM)
C  -3.23  -0.71  1.01
C  -4.25  -1.28  1.70
H  -3.17  -0.35  -0.07
H  -2.26  -0.50  1.53
H  -5.26  -1.46  1.23
H  -3.93  -1.55  2.79
N  1.97  1.21  -1.30
C  2.87  0.28  -0.75
O  4.10  0.16  -1.40
H  2.32  2.06  -1.72
H  1.34  1.59  -0.62
H  2.35  -0.68  -0.74
H  3.11  0.40  0.46
H  4.04  0.82  -2.13

#R
DFT (ωB97M-V/def2-TZVPD) results for the molecule C3H9NO.

Values from the calculation:
**Net charge**: 0
**HOMO energy**: -9.493 eV

CARTESIAN COORDINATES (ANGSTROEM)
C  -0.24  -0.06  1.61
C  -0.04  -0.35  0.12
N  1.29  -0.90  -0.15
C  -0.27  0.88  -0.73
O  -0.64  0.43  -2.05
H  -1.27  -0.28  1.90
H  0.37  -0.74  2.19
H  -0.06  0.98  1.90
H  -0.82  -1.08  -0.16
H  1.31  -1.13  -1.14
H  1.32  -1.83  0.28
H  -1.09  1.47  -0.33
H  0.69  1.41  -0.84
H  -0.56  1.21  -2.61

#S
DFT (ωB97M-V/def2-TZVPD) results for a cluster of 2 separate species, C3H9NO in total.

Values from the calculation:
**Net charge**: 0
**HOMO energy**: -8.946 eV

CARTESIAN COORDINATES (ANGSTROEM)
C  -2.13  0.47  -1.79
O  -0.93  0.26  -1.84
H  -2.75  -0.03  -1.02
H  -2.69  1.24  -2.29
C  1.14  0.97  0.84
C  1.11  -0.53  0.26
N  0.06  -1.26  1.05
H  1.37  0.93  1.91
H  1.88  1.58  0.46
H  0.24  1.49  0.77
H  0.67  -0.37  -0.80
H  2.01  -1.08  0.38
H  -0.53  -1.72  0.50
H  0.55  -1.96  1.59

Tell me which of them is the least stable. Sure, it is #Q.

#P
DFT (ωB97M-V/def2-TZVPD) results for a cluster of 4 separate species, C3H16N2O3 in total.

Values from the calculation:
**Net charge**: 0
**HOMO energy**: -9.237 eV

CARTESIAN COORDINATES (ANGSTROEM)
N  -1.82  0.21  0.40
C  -1.03  0.83  1.50
C  0.42  1.34  1.31
C  1.18  0.21  0.76
N  2.53  0.70  0.22
H  -2.36  0.90  -0.11
H  -1.31  -0.29  -0.32
H  -1.52  1.69  1.96
H  -1.05  0.08  2.29
H  0.80  1.56  2.32
H  0.38  2.24  0.71
H  1.43  -0.51  1.55
H  0.70  -0.27  -0.08
H  2.83  1.52  0.74
H  2.45  1.08  -0.72
O  -0.83  0.75  -2.80
H  -0.61  0.34  -1.96
H  -0.99  -0.03  -3.34
O  -0.78  -2.24  1.66
H  -1.26  -2.89  1.14
H  -1.34  -1.51  1.90
O  0.62  -1.22  -2.31
H  1.24  -1.13  -1.58
H  0.28  -2.10  -2.09

#Q
DFT (ωB97M-V/def2-TZVPD) results for a cluster of 4 separate species, C3H16N2O3 in total.

Values from the calculation:
**Net charge**: 0
**HOMO energy**: -9.103 eV

CARTESIAN COORDINATES (ANGSTROEM)
C  -0.90  -0.70  -2.33
C  -0.12  0.35  -1.50
N  0.36  1.39  -2.38
C  1.12  -0.34  -0.94
N  1.98  0.48  -0.07
H  -0.96  -1.63  -1.77
H  -1.90  -0.32  -2.52
H  -0.29  -0.88  -3.21
H  -0.77  0.69  -0.68
H  -0.37  2.02  -2.69
H  1.12  1.93  -2.00
H  1.70  -0.64  -1.81
H  0.88  -1.27  -0.46
H  2.94  0.49  -0.37
H  1.87  0.20  0.89
O  1.73  3.85  0.30
H  1.80  3.22  1.01
H  1.89  3.39  -0.53
O  -2.37  -3.56  3.71
H  -2.40  -4.52  3.70
H  -3.12  -3.25  4.25
O  -1.44  0.11  3.12
H  -1.29  -0.48  3.87
H  -1.48  -0.54  2.40

#R
DFT (ωB97M-V/def2-TZVPD) results for a cluster of 4 separate species, C3H16N2O3 in total.

Values from the calculation:
**Net charge**: 0
**HOMO energy**: -9.122 eV

CARTESIAN COORDINATES (ANGSTROEM)
N  -0.65  2.21  -0.23
C  -0.89  1.11  -1.12
C  0.35  0.22  -1.43
C  1.67  0.61  -0.71
N  2.83  0.02  -1.40
H  -1.42  2.85  -0.10
H  0.11  2.73  -0.67
H  -1.68  0.42  -0.79
H  -1.23  1.35  -2.14
H  0.62  0.45  -2.46
H  0.24  -0.85  -1.27
H  1.80  1.69  -0.75
H  1.65  0.33  0.34
H  2.59  -0.41  -2.29
H  3.22  -0.71  -0.83
O  -1.74  -0.87  1.68
H  -1.47  -0.46  0.85
H  -2.67  -1.01  1.44
O  0.58  0.33  3.38
H  0.36  -0.61  3.41
H  -0.25  0.67  3.04
O  -1.65  -3.21  0.44
H  -1.45  -3.03  1.36
H  -0.91  -3.82  0.27

Tell me which of them is the least stable. Sure, it is #P.

#P
DFT (ωB97M-V/def2-TZVPD) results for a cluster of 4 separate species, C3H16N2O3 in total.

Values from the calculation:
**Net charge**: 0
**HOMO energy**: -9.184 eV

CARTESIAN COORDINATES (ANGSTROEM)
N  -0.59  -0.67  2.82
C  0.49  -0.85  1.82
C  0.61  0.41  1.00
C  0.05  0.33  -0.46
N  -0.07  1.75  -0.79
H  -0.30  0.04  3.51
H  -1.43  -0.26  2.44
H  1.37  -1.31  2.30
H  0.06  -1.64  1.15
H  1.70  0.59  0.86
H  0.14  1.30  1.44
H  0.69  -0.31  -1.03
H  -0.96  -0.02  -0.54
H  -0.41  1.91  -1.74
H  0.76  2.32  -0.73
O  -3.19  1.60  0.58
H  -2.70  0.96  1.10
H  -2.56  2.10  0.05
O  2.72  -1.72  -1.88
H  2.70  -1.57  -0.93
H  1.94  -2.24  -2.09
O  -0.28  -1.08  -2.60
H  0.40  -0.77  -3.22
H  -1.11  -0.87  -3.06

#Q
DFT (ωB97M-V/def2-TZVPD) results for a cluster of 4 separate species, C3H16N2O3 in total.

Values from the calculation:
**Net charge**: 0
**HOMO energy**: -9.071 eV

CARTESIAN COORDINATES (ANGSTROEM)
N  -0.55  -2.15  2.04
C  0.15  -1.45  0.96
C  0.73  -0.10  1.37
C  1.69  0.33  0.24
N  2.22  1.65  0.74
H  -1.18  -1.63  2.63
H  -0.98  -2.99  1.68
H  0.98  -2.10  0.68
H  -0.63  -1.38  0.16
H  1.34  -0.35  2.28
H  0.20  0.80  1.66
H  2.50  -0.36  0.02
H  1.18  0.58  -0.68
H  2.82  2.05  0.03
H  2.70  1.58  1.62
O  -1.18  2.40  -0.08
H  -1.36  2.39  0.87
H  -0.57  3.07  -0.37
O  -0.46  -1.56  -2.95
H  -1.06  -0.84  -2.64
H  -0.45  -2.07  -2.13
O  -1.93  0.51  -1.78
H  -1.63  1.31  -1.29
H  -2.41  -0.05  -1.16

Tell me which of them is the least stable. Sure, it is #P.